# 1
Density functional theory data (ωB97M-V/def2-TZVPD) for 14 unconnected molecules or ions with the total composition H28O14 at a distorted geometry.

Last columns: bonded neighbours and bond lengths (Å).
Element x y z (Å)
1 O 2.52 0.07 1.37  H26 0.972, H31 0.950
2 O 0.02 0.41 -0.07  H35 0.972, H38 0.957
3 O -1.02 3.42 0.79  H27 0.982, H29 0.917
4 O 2.53 0.03 -1.83  H21 0.953, H22 0.939
5 O -0.27 -1.80 -1.59  H19 0.932, H41 0.972
6 O -0.18 2.22 -2.10  H20 0.970, H28 0.935
7 O -2.77 1.51 0.05  H16 0.994, H24 0.955
8 O 1.54 -2.14 -3.59  H23 0.931, H37 0.936
9 O 1.75 2.78 0.26  H15 0.981, H32 0.944
10 O -2.17 -1.18 1.15  H30 0.962, H40 0.954
11 O 2.38 -2.49 -0.07  H36 0.954, H42 0.979
12 O -2.81 -1.38 -1.36  H25 0.966, H39 0.969
13 O -1.59 0.92 2.76  H18 0.997, H34 0.952
14 O 0.38 -1.54 2.05  H17 0.957, H33 0.940
15 H 2.27 3.09 1.03  O9 0.981
16 H -3.36 1.18 0.79  O7 0.994
17 H -0.29 -0.98 1.66  O14 0.957
18 H -0.80 1.50 2.94  O13 0.997
19 H -1.19 -1.65 -1.55  O5 0.932
20 H -0.23 1.63 -1.33  O6 0.970
21 H 3.44 -0.09 -1.57  O4 0.953
22 H 2.07 0.00 -1.01  O4 0.939
23 H 0.96 -2.11 -2.86  O8 0.931
24 H -2.16 2.15 0.40  O7 0.955
25 H -2.68 -1.26 -0.41  O12 0.966
26 H 2.68 0.49 2.23  O1 0.972
27 H -0.15 3.08 0.47  O3 0.982
28 H 0.29 1.79 -2.79  O6 0.935
29 H -0.85 4.31 0.89  O3 0.917
30 H -2.10 -0.50 1.82  O10 0.962
31 H 1.76 -0.41 1.69  O1 0.950
32 H 1.59 1.88 0.47  O9 0.944
33 H 0.31 -2.33 1.54  O14 0.940
34 H -2.36 1.48 2.73  O13 0.952
35 H -0.89 0.13 0.11  O2 0.972
36 H 3.17 -2.67 -0.56  O11 0.954
37 H 1.29 -2.87 -4.13  O8 0.936
38 H 0.38 -0.35 -0.53  O2 0.957
39 H -3.77 -1.47 -1.47  O12 0.969
40 H -2.30 -1.97 1.67  O10 0.954
41 H -0.10 -2.48 -0.91  O5 0.972
42 H 2.71 -2.41 0.85  O11 0.979

The total charge is 0. The HOMO energy is -9.6407 eV. The relative energy (zero: lowest compared OMol25 entry of this formula, charge and spin) is 1.8694 eV.

=====

# 2
Density functional theory data (ωB97M-V/def2-TZVPD) for 16 unconnected molecules or ions with the total composition C22H74F3N22O17 at a distorted geometry.

Last columns: bonded neighbours and bond lengths (Å).
Element x y z (Å)
1 F 7.26 2.48 -7.79  C47 1.308
2 F 8.73 3.86 -7.34  C47 1.280
3 F 9.03 1.79 -6.76  C47 1.377
4 O 16.37 -0.54 -4.33  C48 1.214
5 O 14.28 7.06 -3.99  C63 1.234
6 O 7.78 2.46 -4.36  C50 1.409
7 O -2.93 2.17 -7.89  C46 1.235
8 O 4.45 -3.33 -5.01  C56 1.168
9 O 9.29 -2.32 -3.77  H70 0.957, H72 0.957
10 O 5.97 3.15 -5.59  C50 1.462, C60 1.417
11 O 5.63 3.87 3.41  C52 1.205
12 O 16.99 3.39 -12.75  C51 1.467, C64 1.344
13 O -1.14 4.71 -0.38  C55 1.192
14 O 1.36 0.63 -3.05  H106 0.957, H135 0.957
15 O 13.59 9.55 -9.29  C53 1.348, C54 1.371
16 O -2.00 8.90 -6.27  C44 1.222
17 O 7.03 4.66 -14.72  C57 1.210
18 O 2.99 9.97 -12.62  C59 1.222
19 O 9.82 -0.09 0.20  H108 0.957, H122 0.957
20 O 13.77 -5.69 -8.60  C49 1.234
21 N -1.92 0.53 -6.72  C46 1.320, H123 1.010, H132 1.010
22 N 16.64 -0.06 -11.47  C45 1.504, H71 1.010, H102 1.010
23 N 5.01 -1.67 -3.73  C56 1.329, H75 1.010, H138 1.010
24 N 12.82 6.68 -2.30  C63 1.291, H107 1.010, H109 1.010
25 N 14.15 8.22 -2.04  C63 1.300, H112 1.010, H114 1.010
26 N 14.68 -1.53 -3.30  C48 1.298, H69 1.010, H91 1.010
27 N 12.56 -3.85 -8.40  C49 1.316, H65 1.010, H120 1.010
28 N -0.24 3.35 1.16  C55 1.320, H74 1.010, H104 1.010
29 N -0.70 8.82 -4.42  C44 1.276, H68 1.010, H134 1.010
30 N 11.33 11.35 -9.50  C58 1.475, H78 1.010, H137 1.010
31 N 4.76 -1.30 -5.83  C56 1.285, H129 1.010, H130 1.010
32 N 1.44 10.40 -11.10  C59 1.300, H76 1.010, H97 1.010
33 N 6.51 6.83 -14.84  C57 1.290, H89 1.010, H99 1.010
34 N -2.65 2.22 -5.64  C46 1.312, H125 1.010, H127 1.010
35 N 12.11 -5.15 -10.02  C49 1.265, H67 1.010, H98 1.010
36 N -2.66 8.14 -4.28  C44 1.312, H87 1.010, H110 1.010
37 N 14.45 0.49 -4.13  C48 1.293, H77 1.010, H126 1.010
38 N 7.04 4.01 1.74  C52 1.328, H81 1.010, H94 1.010
39 N 5.82 2.12 2.10  C52 1.314, H100 1.010, H101 1.010
40 N 2.18 12.05 -12.39  C59 1.336, H66 1.010, H119 1.010
41 N -2.28 4.12 1.34  C55 1.288, H79 1.010, H93 1.010
42 N 6.31 5.80 -13.04  C57 1.240, H83 1.010, H133 1.010
43 C 3.82 4.08 -6.19  C60 1.574, H84 1.090, H118 1.090, H128 1.090
44 C -1.75 8.59 -5.11  O16 1.222, N29 1.276, N36 1.312
45 C 16.30 1.10 -12.36  N22 1.504, C62 1.500, C64 1.512, H124 1.090
46 C -2.46 1.73 -6.84  O7 1.235, N21 1.320, N34 1.312
47 C 8.13 2.83 -6.87  F1 1.308, F2 1.280, F3 1.377, C50 1.572
48 C 15.22 -0.53 -3.92  O4 1.214, N26 1.298, N37 1.293
49 C 12.82 -5.00 -8.98  O20 1.234, N27 1.316, N35 1.265
50 C 7.43 3.18 -5.51  O6 1.409, O10 1.462, C47 1.572, H85 1.090
51 C 18.08 4.37 -12.87  O12 1.467, H95 1.090, H111 1.090, H113 1.090
52 C 6.12 3.36 2.43  O11 1.205, N38 1.328, N39 1.314
53 C 12.34 9.11 -9.54  O15 1.348, C58 1.549, H115 1.090, H116 1.090
54 C 14.56 8.60 -9.50  O15 1.371, H90 1.090, H103 1.090, H131 1.090
55 C -1.21 4.07 0.63  O13 1.192, N28 1.320, N41 1.288
56 C 4.69 -2.19 -4.91  O8 1.168, N23 1.329, N31 1.285
57 C 6.65 5.70 -14.22  O17 1.210, N33 1.290, N42 1.240
58 C 11.26 10.00 -8.89  N30 1.475, C53 1.549, C61 1.479, H86 1.090
59 C 2.25 10.76 -12.05  O18 1.222, N32 1.300, N40 1.336
60 C 5.38 4.28 -6.22  O10 1.417, C43 1.574, H80 1.090, H121 1.090
61 C 9.88 9.51 -9.05  C58 1.479, H73 1.090, H88 1.090, H105 1.090
62 C 15.07 1.54 -11.61  C45 1.500, H92 1.090, H96 1.090, H117 1.090
63 C 13.79 7.30 -2.89  O5 1.234, N24 1.291, N25 1.300
64 C 17.36 2.17 -12.33  O12 1.344, C45 1.512, H82 1.090, H136 1.090
65 H 13.27 -3.51 -7.78  N27 1.010
66 H 2.69 12.41 -13.19  N40 1.010
67 H 12.23 -5.98 -10.58  N35 1.010
68 H 0.03 9.36 -4.86  N29 1.010
69 H 13.74 -1.40 -2.96  N26 1.010
70 H 9.01 -1.40 -3.70  O9 0.957
71 H 16.85 0.29 -10.55  N22 1.010
72 H 9.14 -2.68 -2.90  O9 0.957
73 H 9.74 8.99 -10.00  C61 1.090
74 H 0.72 3.37 0.84  N28 1.010
75 H 5.29 -2.31 -3.01  N23 1.010
76 H 1.43 9.42 -10.84  N32 1.010
77 H 14.72 1.36 -4.56  N37 1.010
78 H 11.34 11.16 -10.49  N30 1.010
79 H -3.05 4.73 1.11  N41 1.010
80 H 5.60 4.38 -7.28  C60 1.090
81 H 7.64 3.51 1.09  N38 1.010
82 H 18.12 1.82 -13.03  C64 1.090
83 H 6.37 4.99 -12.43  N42 1.010
84 H 3.57 4.27 -5.14  C43 1.090
85 H 7.56 4.23 -5.24  C50 1.090
86 H 11.51 10.11 -7.83  C58 1.090
87 H -2.32 7.74 -3.42  N36 1.010
88 H 9.62 8.70 -8.37  C61 1.090
89 H 6.19 7.69 -14.42  N33 1.010
90 H 15.33 9.13 -10.06  C54 1.090
91 H 15.30 -2.32 -3.20  N26 1.010
92 H 14.31 0.77 -11.56  C62 1.090
93 H -2.36 3.40 2.04  N41 1.010
94 H 7.22 4.92 2.15  N38 1.010
95 H 18.84 4.01 -13.56  C51 1.090
96 H 14.58 2.36 -12.13  C62 1.090
97 H 0.84 11.12 -10.72  N32 1.010
98 H 11.61 -4.41 -10.49  N35 1.010
99 H 6.87 6.71 -15.78  N33 1.010
100 H 5.21 1.57 2.68  N39 1.010
101 H 6.35 1.67 1.37  N39 1.010
102 H 15.82 -0.64 -11.38  N22 1.010
103 H 14.93 8.37 -8.51  C54 1.090
104 H -0.37 2.52 1.71  N28 1.010
105 H 9.12 10.28 -9.15  C61 1.090
106 H 1.92 -0.06 -2.68  O14 0.957
107 H 12.29 5.94 -2.74  N24 1.010
108 H 10.65 0.20 0.58  O19 0.957
109 H 12.66 6.86 -1.32  N24 1.010
110 H -3.62 7.95 -4.54  N36 1.010
111 H 18.46 4.57 -11.87  C51 1.090
112 H 14.92 8.83 -2.27  N25 1.010
113 H 17.59 5.31 -13.14  C51 1.090
114 H 13.59 8.30 -1.21  N25 1.010
115 H 12.25 8.12 -9.09  C53 1.090
116 H 12.17 8.98 -10.61  C53 1.090
117 H 15.22 1.92 -10.60  C62 1.090
118 H 3.44 3.08 -6.41  C43 1.090
119 H 1.48 12.66 -12.00  N40 1.010
120 H 11.59 -3.57 -8.29  N27 1.010
121 H 5.68 5.15 -5.65  C60 1.090
122 H 9.69 0.46 -0.57  O19 0.957
123 H -1.64 0.11 -7.60  N21 1.010
124 H 16.08 0.75 -13.37  C45 1.090
125 H -3.01 3.15 -5.52  N34 1.010
126 H 13.47 0.40 -3.91  N37 1.010
127 H -2.13 1.73 -4.92  N34 1.010
128 H 3.36 4.85 -6.80  C43 1.090
129 H 4.89 -0.30 -5.72  N31 1.010
130 H 4.59 -1.76 -6.72  N31 1.010
131 H 14.31 7.69 -10.05  C54 1.090
132 H -1.69 0.29 -5.77  N21 1.010
133 H 5.96 6.69 -12.71  N42 1.010
134 H -0.62 8.25 -3.59  N29 1.010
135 H 1.94 1.11 -3.64  O14 0.957
136 H 17.67 2.40 -11.31  C64 1.090
137 H 12.29 11.63 -9.40  N30 1.010
138 H 5.40 -0.75 -3.85  N23 1.010

The total charge is -1. The HOMO energy is -4.3590 eV.

=====

# 3
Density functional theory data (ωB97M-V/def2-TZVPD) for 3 unconnected molecules or ions with the total composition C8H18ClFN3O2 at a distorted geometry.

Last columns: bonded neighbours and bond lengths (Å).
Element x y z (Å)
1 Cl 2.88 0.33 -0.12  N6 1.683
2 F 0.12 -3.73 0.55  N5 1.329
3 O 6.30 2.21 -1.34  C8 1.428, H32 0.960
4 O -3.72 -0.13 2.28  C10 1.434, H26 0.964
5 N 0.47 -2.51 0.13  F2 1.329, C12 1.358, C14 1.330
6 N 1.61 -0.77 -0.16  Cl1 1.683, C11 1.375, C14 1.325
7 N -2.75 -1.30 -0.08  C13 1.479, H17 1.016, H19 1.015
8 C 6.19 2.46 -2.74  O3 1.428, C9 1.517, H28 1.094, H31 1.087
9 C 4.77 2.80 -3.14  C8 1.517, H18 1.090, H22 1.090, H30 1.095
10 C -4.66 0.57 3.11  O4 1.434, C15 1.515, H16 1.088, H20 1.094
11 C 0.40 -0.56 -0.77  N6 1.375, C12 1.373, H27 1.069
12 C -0.35 -1.70 -0.58  N5 1.358, C11 1.373, C13 1.497
13 C -1.77 -1.95 -0.98  N7 1.479, C12 1.497, H21 1.081, H29 1.080
14 C 1.65 -1.97 0.39  N5 1.330, N6 1.325, H24 1.070
15 C -5.72 -0.35 3.67  C10 1.515, H23 1.090, H25 1.092, H33 1.090
16 H -4.07 1.02 3.91  C10 1.088
17 H -2.51 -1.55 0.87  N7 1.016
18 H 4.69 3.01 -4.20  C9 1.090
19 H -2.60 -0.30 -0.11  N7 1.015
20 H -5.11 1.39 2.53  C10 1.094
21 H -1.98 -3.01 -0.98  C13 1.081
22 H 4.42 3.67 -2.58  C9 1.090
23 H -6.41 0.20 4.31  C15 1.090
24 H 2.45 -2.42 0.95  C14 1.070
25 H -6.30 -0.81 2.86  C15 1.092
26 H -4.22 -0.53 1.56  O4 0.964
27 H 0.15 0.34 -1.29  C11 1.069
28 H 6.55 1.59 -3.30  C8 1.094
29 H -1.91 -1.56 -1.98  C13 1.080
30 H 4.10 1.97 -2.90  C9 1.095
31 H 6.86 3.29 -2.95  C8 1.087
32 H 5.73 1.46 -1.14  O3 0.960
33 H -5.26 -1.15 4.25  C15 1.090

The total charge is +1. The HOMO energy is -12.6215 eV.

=====

Short version: Kohn-Sham gap = 9.36, 5.80, 8.46 eV, in the order given.